{
  "formula": "C7H10S",
  "method": "ωB97M-V/def2-TZVPD",
  "e_above_lowest_kj_mol": 84.8,
  "orbital_gap_ev": 8.61,
  "lumo_energy_ev": 0.23,
  "multiplicity": 1,
  "species": ["S", "C", "C", "C", "C", "C", "C", "C", "H", "H", "H", "H", "H", "H", "H", "H", "H", "H"],
  "positions_angstrom": [[-2.0656, -0.5814, 1.0246], [-0.7505, 0.0971, 0.3738], [-0.3827, 0.5920, -1.0015], [0.4968, -0.4813, -1.6851], [1.7943, -0.6833, -0.8863], [1.6237, -0.4738, 0.6368], [0.5571, 0.6096, 0.9093], [0.4927, 1.6361, -0.2608], [-1.1959, 0.9510, -1.6542], [-0.0944, -1.4126, -1.7186], [0.7330, -0.1896, -2.6648], [2.5514, 0.0164, -1.2617], [2.2335, -1.6904, -1.0932], [2.5719, -0.1497, 1.0693], [1.3527, -1.3962, 1.1575], [0.5925, 0.9539, 1.9570], [1.4060, 1.9209, -0.7346], [-0.0891, 2.5201, 0.0319]],
  "forces_ev_per_angstrom": [[0.5, 0.2, -0.2], [-0.6, -0.4, 0.2], [-0.4, 0.2, -0.4], [-0.6, -0.6, 1.8], [0.6, -0.7, 0.0], [0.1, 0.2, -0.3], [0.1, 0.0, 0.5], [-0.6, 0.0, 0.5], [0.3, -0.3, 0.3], [0.2, 0.3, -0.1], [0.2, 0.4, -1.5], [-0.2, 0.0, 0.1], [-0.4, 0.7, 0.2], [0.0, 0.0, 0.0], [-0.1, 0.1, -0.1], [-0.1, -0.1, -0.5], [0.7, 0.3, -0.3], [0.2, -0.2, -0.2]],
  "mulliken_charge": [-0.294, -0.260, 0.102, -0.786, -0.714, -0.751, 0.096, -0.915, 0.421, 0.341, 0.400, 0.278, 0.338, 0.345, 0.363, 0.422, 0.327, 0.285]
}

=====

{
  "formula": "C19H38BN2O6",
  "method": "ωB97M-V/def2-TZVPD",
  "e_above_lowest_kj_mol": 86.1,
  "orbital_gap_ev": 7.32,
  "lumo_energy_ev": 2.86,
  "total_charge": -1,
  "multiplicity": 1,
  "species": ["C", "C", "O", "O", "C", "C", "C", "C", "C", "C", "O", "B", "C", "C", "O", "C", "N", "O", "C", "C", "C", "C", "C", "N", "C", "C", "C", "O", "H", "H", "H", "H", "H", "H", "H", "H", "H", "H", "H", "H", "H", "H", "H", "H", "H", "H", "H", "H", "H", "H", "H", "H", "H", "H", "H", "H", "H", "H", "H", "H", "H", "H", "H", "H", "H", "H"],
  "positions_angstrom": [[4.8710, -0.4117, -0.6553], [4.4693, 0.5500, -1.7518], [4.1672, 0.2058, -2.8303], [4.4733, 1.8928, -1.4509], [3.5984, 2.2364, -0.3579], [2.7128, 3.4164, -0.7222], [1.4441, 3.0391, -1.5099], [0.6276, 1.8821, -0.9072], [0.4098, 1.9421, 0.6137], [0.9095, 0.6867, 1.3520], [0.9762, -0.4603, 0.5866], [1.5809, -1.3853, 1.5812], [1.8163, -2.9507, 1.1705], [1.1601, -3.3713, -0.1342], [-0.2494, -3.2697, -0.0995], [1.7505, -2.6437, -1.3799], [0.6710, -2.2434, -2.2889], [0.7549, -1.1009, 2.7912], [0.1112, 0.1575, 2.5933], [-1.3266, -0.2531, 2.2316], [-2.4175, 0.8340, 2.5095], [-3.1549, 1.2251, 1.2345], [-4.0503, 0.1042, 0.6639], [-3.9110, 0.0722, -0.8260], [-4.4965, 1.2844, -1.4043], [-4.6757, -1.0330, -1.2538], [-4.2785, -2.4217, -0.7943], [-5.6008, -0.9315, -1.9822], [5.1809, -1.3460, -1.1001], [4.0048, -0.5429, -0.0018], [5.6618, 0.0600, -0.0746], [4.2477, 2.5651, 0.4612], [3.0423, 1.3852, 0.0269], [3.3039, 4.0602, -1.3731], [2.4253, 3.9461, 0.1836], [1.7808, 2.7025, -2.4936], [0.8549, 3.9422, -1.6813], [1.0890, 0.9526, -1.2318], [-0.3606, 1.8871, -1.3696], [0.9008, 2.7945, 1.0781], [-0.6524, 2.0850, 0.8155], [1.8959, 0.9818, 1.7434], [2.7233, -0.9123, 1.7577], [2.8920, -3.1219, 1.1595], [1.4265, -3.5853, 1.9804], [1.3910, -4.4370, -0.2873], [-0.5320, -2.9657, 0.7728], [2.3981, -3.3156, -1.9435], [2.3396, -1.7788, -1.0723], [0.1576, -1.4628, -1.8997], [1.0683, -1.9690, -3.1787], [0.1313, 0.8081, 3.4718], [-1.4064, -0.5411, 1.1822], [-1.5717, -1.1255, 2.8324], [-3.0908, 0.5168, 3.3044], [-1.8888, 1.7281, 2.8501], [-3.7860, 2.0985, 1.4321], [-2.4745, 1.5198, 0.4411], [-5.1060, 0.3407, 0.8515], [-3.7601, -0.8514, 1.0892], [-3.9251, 2.1709, -1.1358], [-5.5078, 1.4178, -1.0023], [-4.5095, 1.2393, -2.4828], [-4.9069, -2.6656, 0.0617], [-3.2204, -2.5246, -0.5662], [-4.5599, -3.1098, -1.5807]],
  "forces_ev_per_angstrom": [[-0.1, 1.1, 0.0], [0.4, 0.3, 1.7], [-0.4, -0.7, -2.5], [-0.6, -0.3, 0.1], [0.7, 0.8, 0.9], [-0.5, -0.5, -0.7], [0.5, -0.3, -0.1], [-0.2, 0.7, -0.1], [-0.5, -0.7, 0.1], [-0.8, 0.9, 0.8], [0.5, 0.0, -0.9], [1.0, 0.2, 0.2], [-1.0, 0.5, 0.3], [1.0, -0.8, -0.2], [-0.6, 0.2, 0.3], [-0.8, 0.4, 0.0], [0.2, -0.2, -0.4], [0.1, 0.1, 0.7], [0.0, -1.4, -1.3], [-1.2, 1.1, 0.5], [1.1, 0.0, -0.7], [-1.0, -0.1, 0.3], [0.9, 1.1, -0.5], [-1.0, -0.5, 0.4], [0.2, 0.4, 0.5], [2.2, -1.0, 0.8], [0.1, 0.3, 0.3], [-2.2, 0.5, -1.9], [0.0, -0.2, 0.0], [0.1, -0.3, 0.1], [0.1, -0.2, 0.2], [0.0, -0.1, 0.1], [-0.1, -0.2, -0.3], [0.1, 0.3, 0.3], [0.2, 0.1, 0.1], [-0.1, 0.1, -0.1], [-0.1, 0.0, 0.1], [0.0, -0.2, 0.4], [0.0, -0.1, -0.2], [0.1, 0.2, -0.1], [0.0, 0.0, -0.1], [0.2, -0.4, 0.1], [0.4, 0.1, 0.2], [0.1, -0.1, -0.3], [0.0, -0.1, -0.1], [-0.2, -0.1, -0.1], [0.4, 0.1, -0.1], [0.1, -0.1, 0.1], [0.1, 0.0, 0.2], [0.0, 0.0, 0.1], [0.0, 0.2, 0.1], [0.2, 0.0, 0.1], [0.4, -0.1, 0.0], [0.2, -0.2, 0.0], [-0.2, 0.1, 0.0], [-0.2, 0.1, 0.3], [0.0, 0.1, 0.0], [0.3, -0.1, 0.1], [0.0, -0.3, 0.4], [-0.1, -0.1, -0.1], [0.2, -0.1, 0.2], [-0.1, 0.1, -0.3], [-0.2, -0.2, -0.2], [0.2, -0.1, 0.2], [0.0, 0.0, 0.2], [0.0, -0.1, -0.2]],
  "mulliken_charge": [-0.472, 0.721, -0.536, -0.395, 0.771, -1.043, -1.054, -0.494, -0.640, -0.491, 0.011, 0.348, -1.323, 0.190, -0.566, 0.074, -0.743, -0.872, -0.022, -0.303, -1.374, -0.205, -1.119, 0.149, -1.099, 0.770, -1.237, -0.592, 0.345, -0.183, 0.392, 0.263, -0.659, 0.489, 0.412, 0.427, 0.363, 0.036, 0.473, 0.395, 0.138, 0.487, -0.279, 0.305, 0.271, 0.286, 0.331, 0.522, -0.396, 0.227, 0.264, 0.433, -0.086, 0.667, 0.374, 0.490, 0.455, 0.202, 0.495, 0.528, 0.328, 0.404, 0.356, 0.303, 0.294, 0.394]
}

=====

{
  "formula": "C18H29CeN2O5P2S",
  "method": "ωB97M-V/def2-TZVPD",
  "e_above_lowest_kj_mol": 0.0,
  "orbital_gap_ev": [7.25, 7.33],
  "lumo_energy_ev": [-0.05, -0.04],
  "multiplicity": 2,
  "species": ["C", "C", "N", "C", "C", "C", "C", "P", "Ce", "P", "C", "O", "O", "H", "H", "H", "C", "C", "H", "H", "H", "H", "C", "C", "H", "H", "H", "H", "H", "H", "H", "H", "H", "H", "H", "H", "H", "H", "H", "H", "H", "H", "O", "S", "O", "N", "C", "O", "C", "C", "C", "C", "C", "C", "H", "H", "H", "H"],
  "positions_angstrom": [[3.2150, -0.6766, -3.3009], [2.0928, -0.6197, -2.4748], [2.0886, 0.0540, -1.3016], [3.1384, 0.8686, -1.0402], [4.2728, 0.8959, -1.8559], [4.3281, 0.0888, -2.9880], [0.8479, -1.3459, -2.9638], [-0.7149, -0.6688, -2.2498], [0.1101, -0.2623, 0.5334], [2.4656, 1.0212, 1.7174], [3.1008, 1.8000, 0.1590], [1.6986, -6.6976, -0.3598], [0.4875, -2.7512, 1.1131], [3.1665, -1.3189, -4.1780], [5.0961, 1.5462, -1.5703], [5.2130, 0.0712, -3.6205], [-0.8245, 0.9422, -3.1233], [-2.0006, -1.6457, -3.0821], [4.1181, 2.1526, 0.3760], [2.4585, 2.6729, -0.0490], [0.8989, -2.3469, -2.7137], [0.7341, -1.2261, -4.0563], [1.8156, 2.4899, 2.5944], [3.9948, 0.6522, 2.6165], [0.8317, -5.0928, 1.6126], [0.5312, -3.6402, 0.6981], [1.7871, -7.4824, 0.1323], [2.5779, -6.2806, -0.3447], [0.0936, 1.5445, -0.1095], [0.5734, -5.5264, 2.3425], [-0.7838, 0.7736, -4.2094], [-1.7679, 1.4322, -2.8402], [0.0083, 1.5857, -2.8128], [-2.0911, -1.3520, -4.1383], [-1.7356, -2.7100, -3.0093], [-2.9543, -1.4783, -2.5582], [4.0658, 1.2702, 3.5203], [3.9509, -0.4059, 2.9100], [4.8745, 0.8085, 1.9801], [2.4314, 2.6747, 3.4821], [1.8218, 3.3708, 1.9420], [0.7808, 2.2819, 2.9029], [-4.2527, -0.6431, -0.6318], [-3.6931, 0.6274, -0.2401], [-3.5290, 1.6716, -1.2238], [-2.2051, 0.3574, 0.5195], [-2.1395, 0.7658, 1.8030], [-1.0040, 0.6487, 2.4192], [-3.4208, 1.2847, 2.2871], [-3.7561, 1.7714, 3.5575], [-5.0550, 2.2342, 3.7606], [-6.0015, 2.2098, 2.7249], [-5.6627, 1.7134, 1.4623], [-4.3639, 1.2525, 1.2724], [-2.9928, 1.7606, 4.3349], [-5.3444, 2.6235, 4.7369], [-7.0132, 2.5810, 2.9031], [-6.3637, 1.6716, 0.6324]],
  "forces_ev_per_angstrom": [[0.0, 0.2, 0.1], [0.1, -0.1, 0.0], [0.2, 0.4, -0.8], [0.3, -0.2, 0.0], [-0.2, -0.1, 0.0], [-0.1, 0.0, 0.2], [-0.4, 2.4, -0.5], [0.1, 0.5, -0.3], [0.7, -4.9, 1.0], [-0.1, 0.8, -0.4], [0.1, -0.1, 0.0], [0.4, 1.7, -1.1], [-0.1, 0.8, -1.2], [0.1, 0.3, 0.1], [-0.1, -0.1, -0.2], [-0.2, 0.0, 0.1], [0.0, 0.0, 0.0], [-0.1, -0.2, -0.1], [-0.2, 0.1, -0.3], [0.1, -0.5, -0.1], [0.1, -2.3, 0.4], [0.4, -0.2, 0.3], [-0.3, 0.2, 0.3], [0.4, -0.6, 0.4], [-1.0, -1.9, 3.1], [-0.1, 1.2, 0.4], [0.2, -1.5, 1.0], [-0.6, -0.3, 0.0], [0.3, 2.1, -0.6], [1.0, 1.6, -2.8], [-0.1, 0.1, 0.2], [0.3, -0.1, -0.1], [-0.2, -0.1, 0.0], [0.0, -0.2, 0.3], [-0.2, 0.2, 0.0], [0.3, -0.1, -0.3], [0.1, -0.2, -0.3], [0.3, 0.3, 0.0], [-0.1, -0.1, 0.2], [-0.2, 0.1, -0.1], [0.0, -0.2, 0.2], [0.3, 0.2, -0.1], [-0.1, 0.8, 0.1], [2.2, -0.3, 1.0], [-0.5, -0.6, 0.4], [-1.3, 0.3, 0.1], [1.9, -1.0, -1.1], [-2.6, 0.8, 0.0], [-0.6, 0.5, 0.8], [0.2, -0.2, -0.6], [-0.1, 0.0, -0.1], [0.1, -0.1, -0.1], [0.3, -0.1, 0.1], [-1.3, 0.6, 0.2], [-0.3, 0.1, -0.1], [0.1, -0.1, -0.3], [0.3, -0.1, 0.0], [0.0, 0.1, 0.3]],
  "mulliken_charge": [-0.853, 0.581, 0.268, 0.643, -0.777, -0.587, -1.329, 0.784, 0.556, 0.794, -1.216, -0.625, -0.716, 0.473, 0.407, 0.400, -1.142, -1.189, 0.392, 0.396, 0.596, 0.469, -1.067, -1.212, -0.198, -0.010, 0.308, 0.316, -0.114, 0.202, 0.425, 0.331, 0.231, 0.375, 0.367, 0.293, 0.408, 0.306, 0.339, 0.403, 0.275, 0.199, -0.663, 0.969, -0.654, -0.083, 1.036, -0.805, -0.131, -0.559, -0.497, -0.532, -0.515, 0.217, 0.518, 0.374, 0.383, 0.444]
}

=====

{
  "formula": "CH4OP2",
  "method": "ωB97M-V/def2-TZVPD",
  "e_above_lowest_kj_mol": 188.5,
  "orbital_gap_ev": 8.51,
  "lumo_energy_ev": -1.03,
  "multiplicity": 1,
  "species": ["C", "P", "H", "H", "H", "O", "P", "H"],
  "positions_angstrom": [[-1.4840, -0.2166, 0.2517], [0.0762, -0.3300, -0.3752], [-2.1646, -1.0230, 0.6086], [-1.9647, 0.6916, -0.0014], [0.0397, 0.9778, -0.7928], [4.4283, -0.0156, -1.1003], [3.8661, -0.0607, 0.2482], [2.5716, 0.8628, 0.2281]],
  "forces_ev_per_angstrom": [[0.3, -1.3, -0.8], [-1.0, -1.0, 1.0], [1.0, 0.6, 0.0], [-0.7, 0.8, 0.3], [0.4, 0.9, -0.4], [0.2, 0.1, -0.7], [-1.5, 0.7, 0.7], [1.3, -0.8, -0.1]],
  "mulliken_charge": [-0.469, -0.018, 0.245, 0.225, 0.029, -0.370, 0.374, -0.015]
}

=====

{
  "formula": "C4H3FO2",
  "method": "ωB97M-V/def2-TZVPD",
  "e_above_lowest_kj_mol": 83.6,
  "orbital_gap_ev": 9.53,
  "lumo_energy_ev": -0.04,
  "multiplicity": 1,
  "species": ["C", "C", "O", "C", "F", "C", "O", "H", "H", "H"],
  "positions_angstrom": [[0.8660, -0.8668, 0.8336], [-0.3020, -0.6243, -0.0648], [-0.9887, -1.4323, -0.6255], [-0.3631, 0.8751, -0.3679], [0.4343, 1.7423, 0.2748], [-1.2847, 1.3936, -1.1645], [-1.8620, 1.7814, -2.0908], [1.8157, -1.0645, 0.2672], [0.9747, 0.0502, 1.6027], [0.7098, -1.8546, 1.3352]],
  "forces_ev_per_angstrom": [[0.7, -0.2, 2.1], [1.2, 2.2, -0.8], [-0.4, -0.2, 0.2], [-0.9, -1.6, 0.6], [0.4, 0.4, 0.4], [0.2, 0.1, -1.9], [-0.4, -0.1, 0.9], [-0.9, 0.8, 0.3], [0.0, -2.5, -1.7], [0.0, 1.0, 0.0]],
  "mulliken_charge": [-0.929, 0.594, -0.557, 0.005, -0.259, 0.592, -0.306, 0.264, 0.271, 0.326]
}

=====

{
  "formula": "C8H10ClN",
  "method": "ωB97M-V/def2-TZVPD",
  "e_above_lowest_kj_mol": 43.2,
  "orbital_gap_ev": 9.09,
  "lumo_energy_ev": 0.17,
  "multiplicity": 1,
  "species": ["C", "C", "C", "C", "C", "C", "C", "C", "N", "Cl", "H", "H", "H", "H", "H", "H", "H", "H", "H", "H"],
  "positions_angstrom": [[-2.6487, 1.4141, -0.4885], [-2.2193, 0.3178, -1.2144], [-1.7976, 1.9976, 0.4375], [-0.9444, -0.1887, -1.0297], [-0.5267, 1.4937, 0.6251], [-0.0755, 0.3951, -0.1105], [1.8708, -1.0845, -0.8998], [1.2995, -0.1112, 0.0828], [1.7042, -0.2741, 1.3608], [2.3648, 1.7986, -0.6068], [-3.6363, 1.8222, -0.6485], [-2.8779, -0.1422, -1.9362], [-2.1208, 2.8574, 1.0055], [-0.6322, -1.0506, -1.6002], [0.1474, 1.9954, 1.3028], [2.9264, -1.2312, -0.7072], [1.3588, -2.0418, -0.7933], [1.7489, -0.7264, -1.9153], [2.6734, -0.5209, 1.4982], [1.3474, 0.3884, 2.0338]],
  "forces_ev_per_angstrom": [[0.0, 0.0, -0.1], [-0.2, 0.1, 0.0], [0.0, 0.0, 0.1], [0.3, -0.1, 0.2], [0.0, -0.2, 0.0], [-0.6, 0.3, 0.0], [-0.1, 0.1, -0.1], [0.7, 0.7, -0.2], [-0.1, 0.0, 0.0], [-0.2, -0.7, 0.1], [-0.1, 0.0, 0.0], [0.0, -0.1, -0.1], [0.0, 0.1, 0.0], [0.0, 0.0, -0.1], [0.1, 0.1, 0.0], [0.2, 0.0, 0.0], [0.0, -0.1, 0.1], [0.0, 0.1, 0.0], [-0.1, 0.0, 0.0], [0.0, -0.1, 0.0]],
  "mulliken_charge": [-0.429, -0.664, -0.654, -0.336, -0.485, 0.676, -1.580, 0.834, -0.420, -0.389, 0.378, 0.375, 0.368, 0.320, 0.304, 0.450, 0.409, 0.376, 0.250, 0.218]
}